{
  "formula": "C47H82ClN12OS2",
  "method": "wB97M-V/def2-TZVPD",
  "lumo_energy_ev": -4.080,
  "spin_multiplicity": 1,
  "charge": 1,
  "orbital_gap_ev": 5.68,
  "total_energy_ha": -3827.81033,
  "homo_ha": -0.35848,
  "elements": ["C", "C", "C", "C", "C", "C", "C", "C", "N", "C", "C", "C", "C", "C", "C", "C", "C", "C", "S", "S", "C", "C", "C", "C", "C", "C", "C", "C", "C", "O", "N", "Cl", "C", "H", "H", "H", "H", "H", "H", "H", "H", "H", "H", "H", "H", "H", "H", "H", "H", "H", "H", "H", "H", "H", "H", "H", "H", "H", "H", "H", "H", "H", "H", "H", "H", "H", "H", "H", "H", "H", "H", "H", "H", "H", "H", "H", "H", "H", "H", "H", "H", "H", "H", "H", "H", "C", "C", "N", "H", "H", "H", "C", "C", "N", "H", "H", "H", "C", "C", "N", "H", "H", "H", "C", "C", "N", "H", "H", "H", "C", "C", "N", "H", "H", "H", "C", "C", "N", "H", "H", "H", "C", "C", "N", "H", "H", "H", "C", "C", "N", "H", "H", "H", "C", "C", "N", "H", "H", "H", "C", "C", "N", "H", "H", "H"],
  "xyz": [[-0.75941, 5.68083, 2.55844], [-0.17716, 6.01419, 1.06252], [1.48186, 5.89925, 0.94999], [1.95663, 5.12847, -0.45408], [3.47770, 4.44945, -0.30488], [3.17599, 2.85118, 0.08604], [4.48320, 2.20001, 0.82841], [4.17330, 0.73425, 1.56566], [2.69784, 0.41287, 1.52579], [2.40204, -0.98639, 1.04348], [2.90818, -1.27044, -0.52575], [1.67541, -1.97171, -1.36239], [0.38931, -0.97998, -1.62685], [0.78208, 0.63754, -1.59489], [-0.42029, 1.57559, -2.27311], [-0.22347, 1.66746, -3.92027], [0.64556, 3.01395, -4.29535], [1.97296, 0.77702, 2.79969], [2.29066, 2.30663, 3.55460], [0.67139, -0.27744, 3.67569], [-0.84657, -0.11124, 2.52628], [-2.21077, 0.34501, 3.33830], [-3.26356, 1.21263, 2.39360], [-4.70461, 0.42395, 2.32323], [-4.67557, -0.22484, 0.81190], [-5.51552, 0.86781, -0.08832], [-5.35952, 0.93024, -1.72021], [-5.24896, 2.46869, -2.32638], [-4.42281, 3.49658, -1.34544], [-3.57787, 4.38257, -2.20796], [-6.30115, 1.64393, 0.72823], [-7.41239, 2.90332, 0.32535], [-6.10094, 1.27529, 2.18627], [-0.79001, 4.51831, 2.79625], [-0.23476, 6.24900, 3.43669], [-1.90150, 6.02606, 2.58388], [-0.50870, 7.13070, 0.81625], [-0.70858, 5.33861, 0.25104], [1.85237, 7.02787, 0.83404], [1.97060, 5.42959, 1.91362], [1.14796, 4.26322, -0.60315], [1.86800, 5.81013, -1.40361], [3.93687, 4.93247, 0.66081], [4.12757, 4.56522, -1.27092], [2.19526, 2.87389, 0.72391], [3.00563, 2.30796, -0.96026], [4.95005, 2.92140, 1.62440], [5.29116, 2.00547, -0.02853], [4.86908, -0.03750, 1.02333], [4.61478, 0.83981, 2.66995], [2.97481, -1.78963, 1.70406], [1.23677, -1.24508, 1.01820], [3.80476, -2.05597, -0.48979], [3.34669, -0.31214, -1.03973], [1.28759, -2.86722, -0.67753], [2.08292, -2.49205, -2.34544], [0.01584, -1.19514, -2.72616], [-0.53061, -1.21929, -0.90484], [1.10097, 1.01525, -0.52878], [1.72196, 0.74124, -2.32105], [-0.47438, 2.65597, -1.77455], [-1.46842, 1.05523, -2.10224], [0.34782, 0.68949, -4.28858], [-1.24567, 1.72896, -4.48907], [1.13003, 3.49823, -3.34139], [1.51499, 2.82467, -5.05917], [-0.10986, 3.78822, -4.79050], [-1.01337, -1.09827, 1.89719], [-0.63582, 0.74613, 1.73973], [-1.88099, 1.06043, 4.20953], [-2.76119, -0.61984, 3.74048], [-3.34395, 2.34214, 2.69088], [-2.81014, 1.20013, 1.28931], [-4.90955, -0.26174, 3.25061], [-3.67555, -0.65424, 0.38196], [-5.44703, -1.13330, 0.87616], [-4.31907, 0.40736, -1.97901], [-6.17431, 0.27326, -2.28701], [-6.37131, 2.83302, -2.46703], [-4.66629, 2.46737, -3.36658], [-3.72053, 2.97560, -0.56745], [-5.13301, 4.24755, -0.75127], [-4.26535, 4.82086, -2.81786], [-7.02827, 0.99640, 2.84422], [-5.77972, 2.32647, 2.64787], [-3.56417, -3.75064, -0.39718], [-2.26954, -3.60798, 0.38623], [-1.19547, -3.48962, 1.03629], [-4.07413, -4.67415, -0.10952], [-4.22115, -2.90157, -0.18954], [-3.34991, -3.78131, -1.46908], [-4.87968, 2.63116, -7.24402], [-4.97348, 3.69194, -6.15952], [-5.05137, 4.57198, -5.25970], [-4.55204, 1.68243, -6.81015], [-5.85740, 2.48958, -7.71269], [-4.16040, 2.94083, -8.00727], [-4.10838, -3.64530, 4.21394], [-4.69307, -4.22070, 2.93440], [-5.17812, -4.69802, 1.87275], [-3.01653, -3.69409, 4.17977], [-4.41479, -2.60183, 4.32765], [-4.46348, -4.21668, 5.07606], [6.70114, 6.83303, -2.56302], [5.22951, 6.82887, -2.94311], [4.00855, 6.82550, -3.25848], [7.31829, 6.90706, -3.46265], [6.91591, 7.68547, -1.91275], [6.95223, 5.90947, -2.03405], [1.20152, -5.78631, 2.40862], [0.87515, -6.87873, 3.41376], [0.60439, -7.78500, 4.24776], [0.43819, -5.00430, 2.44699], [2.17498, -5.34536, 2.64008], [1.23141, -6.20540, 1.39902], [-8.22763, -3.17705, 4.49974], [-7.32428, -2.00598, 4.85009], [-6.57473, -1.03444, 5.14074], [-8.00466, -3.53059, 3.48931], [-8.06791, -3.99574, 5.20677], [-9.27516, -2.86653, 4.54521], [0.92885, -11.16671, 2.90076], [0.34416, -11.74211, 1.62122], [-0.14089, -12.21944, 0.55957], [2.02070, -11.21551, 2.86659], [0.62244, -10.12324, 3.01447], [0.57375, -11.73810, 3.76288], [6.19623, -4.31840, -2.02893], [5.13199, -4.93529, -1.13617], [4.24903, -5.44704, -0.39542], [5.87416, -3.32844, -2.36347], [7.13482, -4.21973, -1.47671], [6.36278, -4.95307, -2.90373], [4.35755, -12.93164, 0.21166], [4.26375, -11.87086, 1.29616], [4.18586, -10.99082, 2.19597], [4.68519, -13.88037, 0.64552], [3.37983, -13.07322, -0.25702], [5.07683, -12.62196, -0.55160], [10.21217, 9.19380, -3.58395], [9.67537, 8.27880, -2.49547], [9.22994, 7.51972, -1.59236], [9.43092, 9.39247, -4.32277], [10.53837, 10.14160, -3.14703], [11.06224, 8.72055, -4.08320]],
  "forces_ev_per_angstrom": [[-1.260, -0.232, -0.176], [0.062, 0.482, 0.298], [-0.228, 1.127, -1.175], [-0.394, -0.549, 0.344], [-1.751, -0.565, 0.983], [1.038, 1.040, -0.885], [-0.068, -0.452, -0.563], [1.989, 1.801, 0.025], [-1.164, -1.617, 3.416], [0.099, -1.706, -1.209], [0.268, -0.606, 0.199], [0.015, -0.579, 0.900], [-0.050, 0.553, -0.740], [-0.048, -0.189, -0.955], [-0.284, -0.592, -0.234], [0.717, 0.214, 0.372], [-0.316, 0.318, -0.354], [1.281, 2.212, -0.985], [-0.442, -3.075, -1.404], [-0.111, 0.715, -2.033], [-0.900, 0.678, -1.435], [0.311, 0.330, 0.108], [0.322, -0.335, -0.597], [-0.465, 0.180, -1.555], [-2.632, -0.966, 0.668], [-0.381, 0.455, 0.211], [1.170, -0.039, -0.089], [-0.672, -0.071, 0.428], [-0.084, 1.252, -0.367], [-2.744, -0.759, 0.188], [2.292, -3.316, -1.270], [0.857, -1.177, 0.086], [1.880, 3.459, 2.612], [0.386, 2.397, -0.501], [-0.752, -1.112, -1.847], [2.386, -0.693, -0.029], [0.806, -2.401, 0.459], [1.125, 1.207, 1.719], [-0.533, -2.508, 0.553], [-1.062, 0.749, -2.000], [1.823, 1.619, 0.146], [0.240, -1.055, 2.011], [-0.459, -0.758, -2.109], [-1.217, -0.136, 2.006], [2.035, -0.382, -1.068], [0.126, 0.947, 2.410], [-1.054, -1.266, -1.599], [-1.621, 0.520, 1.924], [-1.984, 1.023, 0.953], [-1.388, -0.428, -2.258], [-1.390, 1.634, -1.141], [2.613, 0.891, 0.456], [-1.960, 1.654, -0.044], [-1.091, -1.712, 1.007], [0.878, 1.810, -1.472], [-0.896, 1.377, 1.918], [0.580, 0.412, 2.179], [2.097, 0.538, -1.375], [-0.715, -0.840, -2.082], [-1.887, -0.076, 1.666], [0.209, -2.317, -1.211], [1.973, 0.929, -0.040], [-1.285, 2.052, 0.824], [1.871, -0.217, 1.229], [-1.032, -0.944, -1.824], [-1.773, 0.234, 1.423], [1.814, -1.484, 1.174], [0.316, 1.896, 1.462], [-0.136, -1.675, 1.666], [-0.682, -1.699, -1.518], [1.172, 2.078, -0.603], [0.106, -2.218, -0.226], [-1.007, 0.207, 2.344], [0.713, 0.913, -2.080], [-1.913, 1.346, 0.721], [1.493, 1.615, -0.514], [-2.248, 0.984, 0.942], [1.470, 1.522, 1.577], [2.572, -0.518, 0.059], [-1.440, -0.182, 2.352], [-1.169, 0.833, -1.656], [1.258, -1.964, -1.114], [1.691, -0.788, 1.066], [1.577, -0.103, -1.958], [-0.951, -1.990, -0.741], [1.195, 0.000, 0.327], [6.928, 0.753, 4.225], [-8.544, -0.844, -5.105], [0.211, 0.259, 0.026], [0.161, -0.211, 0.072], [0.172, 0.059, 0.172], [-0.084, 0.898, 0.845], [-0.511, 5.837, 5.957], [0.618, -7.140, -7.083], [-0.035, 0.217, 0.028], [0.126, 0.120, 0.151], [-0.106, 0.048, 0.205], [-0.392, -0.479, -1.042], [-3.135, -3.094, -6.881], [3.646, 3.857, 8.644], [-0.160, -0.095, -0.130], [-0.066, -0.183, -0.075], [0.007, 0.035, -0.213], [-1.526, 0.033, -0.350], [-8.110, -0.079, -2.123], [9.699, 0.009, 2.519], [-0.240, -0.027, 0.140], [-0.219, -0.253, -0.181], [-0.107, 0.182, -0.084], [-0.272, -0.869, 0.853], [-1.760, -5.966, 5.471], [2.113, 7.229, -6.671], [0.071, -0.186, 0.041], [-0.136, -0.184, 0.019], [0.011, -0.023, 0.220], [0.699, 0.933, 0.301], [4.844, 6.321, 1.863], [-5.864, -7.665, -2.481], [0.085, 0.121, 0.152], [0.050, 0.209, -0.058], [0.221, 0.064, 0.053], [-0.523, -0.476, -1.006], [-3.139, -3.125, -6.901], [3.893, 3.782, 8.391], [-0.248, 0.006, -0.106], [0.003, -0.168, -0.073], [-0.048, 0.034, -0.227], [-0.857, -0.522, 0.730], [-5.858, -3.378, 4.910], [7.030, 4.162, -5.926], [-0.048, -0.178, 0.115], [-0.217, -0.070, -0.003], [-0.109, 0.039, 0.200], [-0.082, 0.853, 0.864], [-0.487, 5.783, 5.891], [0.696, -7.055, -7.230], [-0.052, 0.226, 0.039], [0.093, 0.123, 0.172], [-0.103, 0.053, 0.207], [-0.432, -0.749, 0.889], [-2.791, -4.990, 6.028], [3.900, 6.168, -7.204], [0.055, -0.092, 0.183], [-0.095, -0.212, 0.035], [-0.164, -0.013, 0.168]],
  "lowdin_charge": [-0.1666, -0.2591, -0.2017, -0.2136, -0.1837, -0.2335, -0.1873, -0.2062, -0.2037, -0.1957, -0.1831, -0.2106, -0.2065, -0.2057, -0.2108, -0.2540, -0.1369, -0.9181, 0.5795, 0.7588, -0.4686, -0.2088, -0.1482, -0.2306, -0.0691, -0.0873, -0.1023, -0.1794, -0.2402, -0.1530, -0.4403, 0.8070, -0.1349, 0.0645, 0.0793, 0.0722, 0.1104, 0.0974, 0.1163, 0.1041, 0.0798, 0.0989, 0.1054, 0.0929, 0.0738, 0.1051, 0.1037, 0.1186, 0.1244, 0.1229, 0.1391, 0.1001, 0.1019, 0.1018, 0.1042, 0.1153, 0.1050, 0.0887, 0.0849, 0.1167, 0.1046, 0.0812, 0.1073, 0.0905, 0.0685, 0.0755, 0.0852, 0.0451, 0.0922, 0.1192, 0.1037, 0.1265, 0.1063, 0.1135, 0.1326, 0.1487, 0.1297, 0.1490, 0.1100, 0.1198, 0.1204, 0.1112, 0.0826, 0.1464, 0.1428, -0.0912, -0.1733, 0.1199, 0.0471, 0.0355, 0.0820, -0.0697, -0.1852, 0.1033, 0.0739, 0.0800, 0.0823, -0.0623, -0.1709, 0.1033, 0.0807, 0.0334, 0.0858, -0.1241, -0.2061, 0.0843, 0.0635, 0.0510, 0.0731, -0.0846, -0.1957, 0.0826, 0.0332, 0.0743, 0.0753, -0.0639, -0.1858, 0.0947, 0.0717, 0.0850, 0.0819, -0.0855, -0.2151, 0.0623, 0.0163, 0.0399, 0.0781, -0.0785, -0.2123, 0.0846, 0.0701, 0.0781, 0.0776, -0.0718, -0.1866, 0.0917, 0.0776, 0.0748, 0.0762, -0.0669, -0.1782, 0.1011, 0.0773, 0.0798, 0.0793]
}